{"formula": "C56H128F9N12O14", "method": "wB97M-V/def2-TZVPD", "symbols": ["C", "C", "N", "C", "C", "N", "C", "C", "H", "H", "H", "H", "H", "H", "H", "H", "H", "H", "H", "C", "C", "N", "C", "C", "N", "C", "C", "H", "H", "H", "H", "H", "H", "H", "H", "H", "H", "H", "C", "O", "O", "C", "F", "F", "F", "C", "C", "H", "H", "H", "H", "H", "H", "C", "O", "O", "C", "F", "F", "F", "C", "C", "H", "H", "H", "H", "H", "H", "C", "O", "O", "C", "F", "F", "F", "C", "C", "H", "H", "H", "H", "H", "H", "C", "C", "C", "O", "C", "N", "H", "H", "H", "H", "H", "H", "H", "H", "H", "H", "H", "C", "C", "C", "O", "C", "N", "H", "H", "H", "H", "H", "H", "H", "H", "H", "H", "H", "C", "C", "C", "O", "C", "N", "H", "H", "H", "H", "H", "H", "H", "H", "H", "H", "H", "C", "C", "C", "O", "C", "N", "H", "H", "H", "H", "H", "H", "H", "H", "H", "H", "H", "C", "C", "C", "O", "C", "N", "H", "H", "H", "H", "H", "H", "H", "H", "H", "H", "H", "C", "C", "C", "O", "C", "N", "H", "H", "H", "H", "H", "H", "H", "H", "H", "H", "H", "C", "C", "C", "O", "C", "N", "H", "H", "H", "H", "H", "H", "H", "H", "H", "H", "H", "C", "C", "C", "O", "C", "N", "H", "H", "H", "H", "H", "H", "H", "H", "H", "H", "H"], "xyz": [[2.358, -0.101, -1.032], [0.851, -0.281, -0.899], [0.305, 0.635, 0.076], [0.464, 2.032, 0.041], [-0.062, 2.577, 1.195], [-0.568, 1.497, 1.944], [-0.445, 0.302, 1.119], [-1.125, 1.529, 3.276], [2.886, -0.524, -1.888], [2.955, -0.600, -0.269], [2.322, 0.988, -1.019], [0.528, -1.295, -0.662], [0.436, -0.041, -1.878], [0.949, 2.530, -0.786], [-0.186, 3.556, 1.634], [-0.780, -0.665, 1.463], [-1.670, 2.459, 3.440], [-0.348, 1.456, 4.036], [-1.746, 0.652, 3.461], [-6.493, -3.986, 0.198], [-5.475, -2.969, 0.686], [-5.721, -2.372, 1.993], [-6.886, -1.970, 2.622], [-6.561, -1.394, 3.827], [-5.236, -1.537, 4.043], [-4.738, -2.113, 2.889], [-4.512, -1.132, 5.237], [-7.346, -3.555, -0.327], [-6.975, -4.612, 0.948], [-5.936, -4.699, -0.410], [-5.482, -2.163, -0.048], [-4.501, -3.459, 0.676], [-7.695, -1.946, 1.907], [-7.219, -0.950, 4.559], [-3.720, -2.322, 2.593], [-3.571, -0.682, 4.919], [-4.218, -2.012, 5.810], [-5.195, -0.571, 5.874], [-0.895, -2.703, 4.973], [-1.920, -3.582, 5.366], [-1.269, -2.194, 3.699], [-0.574, -1.685, 6.120], [0.717, -1.742, 6.385], [-0.972, -0.450, 6.019], [-0.975, -2.086, 7.336], [-1.707, -5.032, 5.259], [-3.011, -5.630, 5.638], [-3.826, -5.150, 5.096], [-3.154, -6.707, 5.556], [-3.253, -5.440, 6.683], [-0.908, -5.410, 5.897], [-1.437, -5.414, 4.274], [0.022, -3.271, 4.816], [-4.330, 2.253, 0.975], [-5.020, 3.099, 0.087], [-5.189, 2.333, 2.093], [-4.096, 0.908, 0.275], [-3.483, 1.048, -0.912], [-3.398, 0.087, 0.973], [-5.293, 0.279, 0.080], [-4.288, 4.121, -0.621], [-5.220, 4.790, -1.652], [-6.046, 5.377, -1.250], [-4.695, 5.493, -2.298], [-5.720, 4.073, -2.303], [-3.438, 3.778, -1.210], [-3.953, 4.951, 0.001], [-3.327, 2.631, 1.171], [-1.282, 5.550, 5.295], [-1.722, 5.300, 6.546], [-1.992, 6.700, 4.965], [0.274, 5.632, 5.192], [0.703, 6.357, 4.162], [0.871, 6.110, 6.342], [0.704, 4.364, 4.841], [-1.347, 4.010, 7.131], [-0.719, 4.283, 8.519], [-1.129, 5.177, 8.990], [-1.004, 3.499, 9.221], [0.358, 4.441, 8.470], [-0.748, 3.255, 6.622], [-2.265, 3.489, 7.404], [-1.698, 4.881, 4.541], [-2.695, 0.326, -3.706], [-3.094, -1.019, -3.293], [-4.268, -1.705, -4.069], [-3.822, -1.818, -5.451], [-4.796, -2.469, -6.296], [-1.833, -1.884, -3.382], [-1.749, 0.705, -3.318], [-3.490, 1.031, -3.465], [-2.457, 0.285, -4.769], [-3.336, -0.909, -2.236], [-5.151, -1.071, -3.988], [-4.525, -2.728, -3.793], [-4.223, -2.425, -7.223], [-5.737, -1.922, -6.356], [-4.987, -3.476, -5.926], [-2.132, -2.835, -3.216], [-1.621, -1.993, -4.364], [4.499, -4.268, 1.766], [4.021, -4.452, 0.300], [3.353, -5.874, 0.165], [2.734, -5.995, -1.141], [2.073, -7.134, -1.615], [2.919, -3.503, 0.153], [3.725, -4.444, 2.513], [4.862, -3.247, 1.875], [5.315, -4.947, 2.014], [4.852, -4.150, -0.337], [2.471, -5.949, 0.801], [3.965, -6.760, 0.336], [2.134, -7.129, -2.704], [1.034, -7.073, -1.292], [2.489, -8.078, -1.264], [3.358, -2.594, 0.138], [2.617, -3.718, -0.787], [3.061, -3.348, -4.051], [1.703, -2.754, -4.344], [0.745, -3.540, -5.331], [-0.243, -2.653, -5.790], [-1.252, -3.103, -6.714], [0.987, -2.463, -3.087], [3.623, -2.754, -3.331], [3.506, -3.216, -5.038], [3.081, -4.381, -3.704], [1.881, -1.766, -4.769], [0.429, -4.413, -4.760], [1.325, -3.853, -6.199], [-2.055, -3.635, -6.205], [-0.882, -3.795, -7.471], [-1.696, -2.177, -7.078], [0.880, -3.318, -2.560], [0.060, -2.079, -3.206], [2.396, 1.443, 3.288], [3.747, 0.757, 3.544], [3.737, -0.193, 4.780], [5.175, -0.413, 5.101], [5.487, -1.194, 6.268], [4.156, 0.114, 2.353], [1.534, 0.777, 3.253], [2.354, 2.078, 2.403], [2.169, 2.136, 4.098], [4.532, 1.493, 3.718], [3.327, -1.178, 4.562], [3.191, 0.264, 5.606], [5.045, -2.187, 6.186], [5.197, -0.699, 7.195], [6.575, -1.164, 6.215], [5.022, -0.307, 2.658], [3.464, -0.600, 2.173], [-0.329, -4.393, 0.292], [-1.824, -4.191, 0.258], [-2.484, -5.067, -0.823], [-1.795, -4.684, -1.995], [-1.438, -5.660, -2.933], [-2.298, -4.423, 1.613], [0.090, -4.092, 1.253], [0.146, -3.793, -0.485], [0.018, -5.398, 0.053], [-1.949, -3.126, 0.064], [-3.555, -4.897, -0.936], [-2.311, -6.120, -0.598], [-1.083, -5.215, -3.863], [-2.202, -6.394, -3.188], [-0.584, -6.257, -2.613], [-1.816, -5.222, 2.001], [-1.880, -3.738, 2.227], [-0.425, 6.288, -0.089], [1.044, 6.197, -0.668], [1.894, 7.417, -0.200], [3.166, 7.300, -0.846], [4.026, 8.502, -0.729], [1.625, 4.951, -0.156], [-1.009, 5.610, -0.711], [-0.813, 7.303, -0.177], [-0.534, 5.913, 0.928], [1.189, 6.302, -1.744], [1.979, 7.433, 0.886], [1.417, 8.347, -0.508], [5.045, 8.131, -0.620], [3.686, 9.173, 0.060], [3.949, 9.156, -1.598], [2.483, 4.899, -0.687], [1.960, 5.211, 0.761], [3.906, 1.599, -7.493], [3.082, 2.839, -7.504], [1.788, 2.644, -6.811], [1.901, 2.419, -5.376], [0.786, 1.985, -4.582], [3.806, 3.939, -6.890], [4.819, 1.841, -8.038], [3.565, 0.729, -8.055], [4.110, 1.254, -6.479], [2.797, 3.165, -8.504], [1.230, 1.903, -7.384], [1.115, 3.500, -6.871], [-0.179, 2.416, -4.846], [0.904, 2.334, -3.557], [0.567, 0.918, -4.542], [3.306, 4.796, -7.078], [3.699, 3.657, -5.926], [4.843, 2.892, 0.176], [5.102, 2.310, -1.311], [4.674, 3.401, -2.332], [3.280, 3.568, -2.190], [2.628, 4.503, -2.935], [6.549, 2.037, -1.458], [3.789, 3.029, 0.417], [5.419, 3.780, 0.434], [5.154, 2.169, 0.931], [4.447, 1.467, -1.532], [4.716, 3.110, -3.382], [5.322, 4.247, -2.102], [2.958, 5.476, -2.570], [1.556, 4.423, -2.755], [2.778, 4.435, -4.013], [6.751, 1.948, -2.444], [6.695, 1.114, -1.077]], "mulliken_charge": [0.4780, 1.6550, 0.9000, -1.4895, -1.0219, 1.4482, -1.1914, -0.4268, 0.3384, -0.5817, -0.7468, -0.2544, -0.9891, 0.9000, 0.6807, 0.9060, 0.3128, 0.1806, -0.2775, -1.6161, 1.1389, 0.7534, -0.2948, -0.7045, 0.2893, -0.7786, -0.4034, 0.4279, 0.3914, 0.3583, 0.1520, -0.7495, 0.4180, 0.4898, 0.5395, 0.0114, 0.2530, 0.3448, -0.7876, -0.0874, -0.1270, 0.7557, -0.3637, -0.1894, -0.3487, -0.0279, -1.2549, 0.1676, 0.3984, 0.3196, 0.3466, 0.0967, 0.2605, 0.3526, -0.4264, -0.9719, 0.5228, -0.1586, 0.1984, -0.4010, 0.3274, -1.5557, 0.3465, 0.3976, 0.3576, 0.0736, 0.2805, -0.1727, 0.5911, -0.4150, -0.4295, 0.8179, -0.2741, -0.2730, -0.1203, 0.0386, -1.2973, 0.3147, 0.4007, 0.2964, 0.0234, 0.4431, -0.0921, -1.4722, 1.0196, -0.9690, -0.1435, -0.9147, 0.0564, -0.2436, 0.4817, 0.5588, -0.2881, 0.5299, 0.4045, 0.2684, 0.2904, 0.3357, -0.3720, 0.2105, -1.5255, 0.5328, -0.8591, -0.0629, -0.8425, 0.0966, 0.2735, 0.3488, 0.4471, 0.3980, 0.2772, 0.5296, 0.2058, 0.2309, 0.3452, -0.0600, -0.1640, -1.5075, 0.5564, -0.4504, -0.2588, -0.8264, 1.1368, 0.2226, 0.5677, 0.1398, 0.2100, -0.1153, 0.5066, 0.1665, 0.4678, 0.2284, -0.7690, -0.1985, -0.4490, 0.1320, -0.8487, -0.3650, -0.7622, -0.2700, -0.3192, -0.2126, 0.5459, 0.5567, 0.3536, 0.4603, 0.2700, 0.2841, 0.2747, 0.3493, -0.0153, -0.6767, 1.4220, -0.8686, 0.3025, -0.3975, -0.2784, 0.7048, -0.6125, 0.1910, -0.1115, -0.3238, 0.4423, -0.1307, 0.3668, -0.0196, 0.3215, -0.5001, -1.5247, 0.6323, -1.0608, -0.2660, -0.8636, 0.5120, 0.3689, 0.4983, 0.0828, 0.2352, 0.4101, 0.5110, 0.2422, 0.3569, 0.2997, -0.6287, 0.2386, -1.3976, 0.3913, -0.8415, 0.0190, -0.4924, -0.6868, 0.3397, 0.4047, 0.1889, 0.4424, 0.4086, 0.3839, 0.4141, -0.1577, 0.1511, 0.3574, 0.1088, -1.0263, 1.4641, -1.2596, 0.4019, -0.7095, -0.7761, -0.1701, 0.4340, 0.3049, -0.6015, 0.4019, 0.2991, 0.3305, 0.3216, -0.1234, 0.3019, 0.3164], "molar_mass_da": 1364.692, "spin_multiplicity": 2, "homo_lumo_gap_ev": [6.35, 4.10], "e_tot_ha": -4819.16660, "s_squared": 0.75}